{"formula": "C3H10N2O3S", "method": "wB97M-V/def2-TZVPD", "smiles": "CN(C)CNS(=O)(=O)O", "de_lowest_kcal_mol": 10.6, "lumo_ha": 0.0199, "homo_energy_ev": -10.02, "orbital_gap_ev": 10.57, "elements": ["C", "N", "C", "C", "N", "S", "O", "O", "O", "H", "H", "H", "H", "H", "H", "H", "H", "H", "H"], "positions_angstrom": [[-1.433, -1.213, -0.349], [-0.156, -0.484, -0.393], [0.734, -1.126, -1.362], [0.305, -0.324, 1.004], [0.162, 0.917, 1.688], [0.701, 2.171, 0.614], [1.956, 1.702, 0.077], [0.563, 3.388, 1.364], [-0.495, 2.238, -0.420], [-1.136, -2.176, 0.080], [-2.238, -0.764, 0.173], [-1.773, -1.443, -1.349], [1.679, -0.649, -1.168], [0.925, -2.172, -1.197], [0.436, -0.939, -2.384], [-0.354, -0.986, 1.592], [1.417, -0.508, 0.870], [-0.782, 1.131, 1.840], [-0.510, 1.237, -0.678]]}

=====

{"formula": "C28H56CaCl2F3N8O11S2", "method": "wB97M-V/def2-TZVPD", "total_charge": 1, "de_lowest_kcal_mol": 0.0, "lumo_ha": -0.1019, "homo_energy_ev": -10.35, "orbital_gap_ev": 7.58, "elements": ["Ca", "N", "S", "O", "O", "F", "S", "O", "O", "F", "C", "C", "O", "N", "C", "H", "H", "H", "H", "H", "H", "H", "C", "C", "O", "N", "C", "H", "H", "H", "H", "H", "H", "H", "C", "C", "O", "N", "C", "H", "H", "H", "H", "H", "H", "H", "C", "C", "O", "N", "C", "H", "H", "H", "H", "H", "H", "H", "C", "C", "O", "N", "C", "H", "H", "H", "H", "H", "H", "H", "C", "C", "O", "N", "C", "H", "H", "H", "H", "H", "H", "H", "C", "C", "O", "N", "C", "H", "H", "H", "H", "H", "H", "H", "C", "Cl", "Cl", "H", "H", "F", "C", "C", "C", "C", "C", "C", "H", "H", "H", "H", "H"], "positions_angstrom": [[2.612, 0.243, 0.080], [0.558, -0.485, 0.639], [-0.360, -0.459, 1.901], [-0.531, -1.722, 2.581], [-1.408, 0.510, 1.871], [0.702, 0.263, 2.874], [-0.381, -1.675, -0.167], [-1.805, -1.625, -0.105], [0.267, -2.944, -0.287], [-0.196, -1.036, -1.632], [-3.466, -6.803, -3.967], [-3.983, -6.377, -2.607], [-5.183, -6.414, -2.368], [-3.081, -5.952, -1.694], [-1.627, -5.842, -1.802], [-3.058, -7.812, -3.890], [-2.788, -6.061, -4.387], [-4.309, -6.863, -4.651], [-3.479, -5.913, -0.766], [-1.304, -6.055, -2.812], [-1.195, -6.512, -1.056], [-1.352, -4.843, -1.459], [0.670, 0.559, -4.045], [2.012, 0.794, -3.416], [2.269, 0.296, -2.304], [2.886, 1.551, -4.061], [4.254, 1.759, -3.665], [-0.118, 0.939, -3.397], [0.507, -0.502, -4.222], [0.600, 1.086, -4.999], [2.612, 2.045, -4.894], [4.667, 2.709, -4.007], [4.947, 0.955, -3.906], [4.329, 1.920, -2.583], [1.781, 3.563, 2.775], [3.004, 2.660, 2.739], [2.994, 1.642, 2.038], [4.054, 3.034, 3.469], [5.321, 2.321, 3.553], [0.883, 2.999, 3.022], [1.740, 4.046, 1.802], [1.841, 4.301, 3.577], [3.998, 3.934, 3.916], [6.102, 2.938, 3.108], [5.256, 1.363, 3.055], [5.549, 2.186, 4.610], [-4.130, 1.383, -0.035], [-4.330, 2.851, 0.250], [-3.552, 3.470, 0.978], [-5.408, 3.413, -0.307], [-5.650, 4.842, -0.181], [-3.754, 1.196, -1.044], [-5.107, 0.892, -0.010], [-3.488, 0.914, 0.703], [-5.819, 2.931, -1.088], [-6.254, 5.106, 0.683], [-6.218, 5.199, -1.042], [-4.710, 5.389, -0.209], [3.084, -1.265, 4.270], [3.923, -1.285, 3.003], [3.424, -1.027, 1.912], [5.231, -1.538, 3.174], [6.149, -1.443, 2.058], [3.112, -0.277, 4.734], [3.453, -1.972, 5.011], [2.050, -1.428, 3.983], [5.630, -1.747, 4.070], [6.976, -2.152, 2.072], [6.627, -0.457, 2.034], [5.669, -1.585, 1.094], [2.340, 4.566, -1.752], [1.597, 3.539, -0.946], [2.169, 2.512, -0.543], [0.282, 3.729, -0.785], [-0.596, 2.797, -0.094], [2.763, 4.042, -2.608], [3.170, 4.993, -1.193], [1.641, 5.330, -2.085], [-0.057, 4.672, -0.892], [-1.473, 2.537, -0.683], [-0.989, 3.257, 0.813], [-0.035, 1.913, 0.172], [-5.177, 4.762, 3.957], [-4.192, 3.888, 4.703], [-4.098, 3.968, 5.923], [-3.405, 3.110, 3.944], [-2.429, 2.179, 4.499], [-5.142, 5.782, 4.325], [-6.183, 4.341, 4.020], [-5.001, 4.765, 2.876], [-3.432, 3.213, 2.936], [-2.097, 2.575, 5.456], [-1.604, 2.150, 3.789], [-2.917, 1.205, 4.537], [0.989, -4.468, 2.622], [0.538, -5.713, 1.419], [2.217, -5.131, 3.730], [1.386, -3.643, 2.042], [0.099, -4.180, 3.166], [-1.716, -5.312, -6.766], [-1.050, -4.770, -5.742], [0.221, -5.181, -5.440], [0.947, -4.440, -4.527], [0.385, -3.399, -3.802], [-0.906, -2.991, -4.147], [-1.613, -3.652, -5.131], [0.705, -6.021, -5.920], [1.989, -4.655, -4.324], [0.961, -2.890, -3.045], [-1.389, -2.166, -3.636], [-2.602, -3.343, -5.441]]}

=====

{"formula": "C3H11N3O", "method": "wB97M-V/def2-TZVPD", "smiles": "[H]/N=C(\\N)NCC.O", "de_lowest_kcal_mol": 28.2, "lumo_ha": 0.0278, "homo_energy_ev": -8.68, "orbital_gap_ev": 9.44, "elements": ["H", "N", "C", "N", "N", "C", "C", "H", "H", "H", "H", "H", "H", "H", "H", "O", "H", "H"], "positions_angstrom": [[0.546, -3.194, -0.618], [-0.135, -2.518, -0.289], [0.508, -1.515, 0.191], [1.934, -1.547, 0.232], [-0.087, -0.297, 0.340], [0.244, 0.783, 1.282], [-0.858, 0.988, 2.372], [2.377, -0.648, 0.324], [2.296, -2.096, -0.529], [-1.057, -0.425, 0.081], [1.242, 0.596, 1.689], [0.198, 1.704, 0.686], [-1.779, 1.388, 1.963], [-1.176, 0.017, 2.779], [-0.426, 1.658, 3.110], [-1.112, 1.989, -4.508], [-0.769, 1.281, -5.068], [-1.945, 1.837, -4.035]]}

=====

{"formula": "C19H43LaOP3S", "method": "wB97M-V/def2-TZVPD", "total_charge": 3, "de_lowest_kcal_mol": 17.2, "lumo_ha": [-0.4821, -0.4294], "homo_energy_ev": [-15.63, -15.61], "orbital_gap_ev": [2.51, 3.93], "elements": ["La", "P", "P", "P", "H", "C", "C", "H", "C", "C", "C", "C", "C", "C", "C", "C", "C", "H", "H", "H", "H", "H", "H", "H", "H", "H", "H", "H", "H", "H", "H", "H", "H", "H", "H", "H", "H", "H", "H", "H", "H", "H", "H", "H", "H", "H", "C", "C", "C", "C", "C", "C", "O", "H", "H", "H", "H", "H", "H", "C", "S", "C", "H", "H", "H", "H", "H", "H"], "positions_angstrom": [[-0.045, 0.403, 0.873], [-1.737, -2.040, 1.322], [1.489, -1.114, 2.924], [1.490, -1.799, -0.668], [-0.621, 6.073, -6.307], [-0.696, 5.166, -6.924], [-1.880, 4.628, -7.239], [-2.825, 5.069, -6.889], [-3.281, -1.343, 2.039], [-1.461, -3.514, 2.360], [-2.320, -2.720, -0.278], [3.092, -0.217, 2.996], [0.750, -0.751, 4.569], [1.962, -2.874, 3.096], [0.927, -1.670, -2.406], [1.682, -3.604, -0.493], [3.216, -1.210, -0.810], [0.246, 4.749, -7.312], [-1.958, 3.747, -7.893], [-3.535, -0.390, 1.548], [-3.157, -1.120, 3.110], [-4.139, -2.024, 1.925], [-1.158, -3.211, 3.375], [-0.643, -4.133, 1.959], [-2.357, -4.144, 2.446], [-2.701, -1.904, -0.915], [-3.121, -3.463, -0.151], [-1.498, -3.191, -0.837], [3.656, -0.444, 3.915], [2.911, 0.870, 2.955], [3.710, -0.465, 2.114], [1.395, -1.134, 5.381], [-0.245, -1.233, 4.648], [0.595, 0.338, 4.709], [3.047, -3.003, 3.256], [1.691, -3.395, 2.160], [1.427, -3.372, 3.925], [1.351, -2.465, -3.039], [1.208, -0.696, -2.827], [-0.169, -1.747, -2.433], [1.872, -4.080, -1.469], [0.758, -4.042, -0.076], [2.519, -3.852, 0.181], [3.680, -1.570, -1.737], [3.813, -1.538, 0.052], [3.215, -0.112, -0.824], [-0.683, 1.172, -2.008], [0.457, 2.007, -1.817], [0.831, 2.836, -2.869], [0.123, 2.827, -4.052], [-0.949, 1.964, -4.234], [-1.346, 1.111, -3.236], [-1.174, 0.394, -1.056], [1.846, 1.035, 0.654], [1.044, 1.970, -0.882], [1.695, 3.482, -2.706], [0.416, 3.517, -4.847], [-1.497, 1.950, -5.168], [-2.163, 0.382, -3.305], [-2.513, 2.564, 3.770], [-1.341, 1.609, 2.842], [0.102, 2.713, 2.696], [-3.451, 1.996, 3.806], [-2.678, 3.529, 3.278], [-2.096, 2.673, 4.777], [-0.195, 3.644, 2.205], [0.960, 2.289, 2.127], [0.457, 2.880, 3.715]]}

=====

{"formula": "C5H6O", "method": "wB97M-V/def2-TZVPD", "de_lowest_kcal_mol": 118.5, "lumo_ha": [-0.0299, -0.0326], "homo_energy_ev": [-8.28, -8.48], "orbital_gap_ev": [7.47, 7.60], "elements": ["C", "C", "C", "C", "C", "O", "H", "H", "H", "H", "H", "H"], "positions_angstrom": [[-2.607, 0.010, -0.088], [-1.284, -0.048, 0.148], [-0.170, 0.052, -0.747], [1.081, 0.556, -0.220], [2.165, -0.444, 0.030], [2.237, 0.411, -1.066], [-3.295, -0.300, 0.691], [-1.049, -0.331, 1.177], [-3.081, 0.376, -0.992], [1.142, 1.456, 0.399], [2.002, -1.500, -0.181], [2.858, -0.238, 0.850]]}

=====

{"formula": "C13H11NO", "method": "wB97M-V/def2-TZVPD", "de_lowest_kcal_mol": 55.5, "lumo_ha": [-0.0070, -0.0233], "homo_energy_ev": [-7.67, -8.30], "orbital_gap_ev": [7.48, 7.66], "elements": ["C", "C", "C", "C", "C", "C", "C", "C", "C", "C", "C", "C", "C", "N", "O", "H", "H", "H", "H", "H", "H", "H", "H", "H", "H", "H"], "positions_angstrom": [[3.285, 1.610, -0.168], [-2.799, 2.025, 0.043], [-3.056, 0.666, -0.187], [-1.534, 2.541, 0.254], [-1.954, -0.254, -0.244], [-0.471, 1.675, 0.302], [-0.681, 0.284, 0.025], [1.401, 0.128, -1.161], [0.897, 2.085, 0.362], [1.636, 0.047, 0.982], [1.983, 1.098, -0.123], [0.571, -0.477, 0.023], [1.182, -2.782, 0.555], [4.417, 1.891, -0.177], [0.353, -1.885, -0.123], [-3.607, 2.748, 0.005], [-4.152, 0.316, -0.327], [-1.409, 3.685, 0.330], [-2.003, -1.357, -0.374], [0.749, 0.635, -1.932], [2.211, -0.454, -1.495], [1.056, 2.957, 0.796], [1.892, -0.299, 1.934], [2.269, -2.810, 0.253], [1.103, -3.923, 0.432], [1.061, -2.729, 1.667]]}

=====

{"formula": "C52H67N2O11P3V", "method": "wB97M-V/def2-TZVPD", "s_squared": 3.76, "total_charge": -2, "de_lowest_kcal_mol": 9.3, "lumo_ha": [0.1330, 0.1330], "multiplicity": 4, "homo_energy_ev": [-1.43, -3.07], "orbital_gap_ev": [5.05, 6.69], "elements": ["V", "C", "C", "C", "O", "P", "O", "C", "P", "O", "O", "C", "C", "C", "O", "C", "C", "C", "O", "C", "C", "C", "H", "H", "H", "H", "H", "H", "H", "H", "H", "H", "H", "H", "H", "H", "H", "H", "H", "H", "H", "H", "H", "H", "H", "H", "H", "H", "H", "H", "H", "H", "O", "C", "O", "C", "C", "C", "N", "C", "C", "C", "O", "O", "H", "H", "H", "C", "P", "C", "C", "C", "C", "C", "C", "C", "C", "C", "C", "C", "C", "H", "H", "H", "H", "H", "H", "H", "H", "H", "H", "H", "H", "H", "C", "C", "C", "C", "C", "C", "C", "C", "C", "C", "C", "C", "O", "H", "H", "H", "H", "H", "H", "H", "H", "H", "H", "H", "H", "H", "H", "H", "H", "H", "N", "C", "C", "C", "C", "C", "C", "C", "H", "H", "H", "H"], "positions_angstrom": [[-1.147, -0.835, -0.450], [1.512, -2.375, 5.667], [2.366, -1.561, 4.716], [3.778, -2.099, 4.582], [1.791, -1.592, 3.395], [1.112, -0.319, 2.719], [0.906, -0.584, 1.290], [-0.394, 0.035, 3.620], [-1.031, 1.692, 3.312], [-0.646, 2.291, 2.036], [-2.566, 1.447, 3.605], [-3.607, 2.440, 3.345], [-3.787, 2.725, 1.868], [-4.848, 1.844, 3.969], [-0.502, 2.595, 4.533], [-0.787, 2.236, 5.898], [0.535, 2.002, 6.604], [-1.590, 3.358, 6.525], [2.082, 0.885, 3.104], [3.110, 1.349, 2.181], [2.591, 2.567, 1.450], [4.343, 1.635, 3.013], [1.857, -2.227, 6.692], [1.585, -3.438, 5.432], [0.459, -2.095, 5.623], [2.415, -0.520, 5.049], [3.747, -3.089, 4.125], [4.247, -2.183, 5.563], [4.386, -1.449, 3.954], [-0.249, -0.090, 4.694], [-1.121, -0.708, 3.294], [-3.308, 3.354, 3.874], [-4.020, 1.802, 1.330], [-2.898, 3.161, 1.429], [-4.621, 3.423, 1.755], [-5.104, 0.920, 3.449], [-5.681, 2.543, 3.877], [-4.688, 1.618, 5.024], [-1.390, 1.321, 5.919], [1.117, 2.925, 6.622], [1.124, 1.249, 6.082], [0.367, 1.669, 7.629], [-1.037, 4.296, 6.453], [-1.787, 3.144, 7.576], [-2.544, 3.478, 6.013], [3.318, 0.544, 1.466], [2.422, 3.381, 2.155], [1.645, 2.353, 0.966], [3.317, 2.887, 0.698], [4.147, 2.459, 3.701], [5.173, 1.917, 2.362], [4.639, 0.761, 3.594], [-1.779, -2.382, 6.629], [-2.298, -3.258, 5.898], [-2.941, -4.278, 6.207], [-2.070, -3.006, 4.406], [-0.899, -3.440, 3.771], [-0.647, -3.068, 2.465], [-1.452, -2.293, 1.749], [-2.590, -1.899, 2.335], [-2.947, -2.241, 3.634], [-3.441, -0.918, 1.540], [-4.596, -0.662, 1.886], [-2.805, -0.435, 0.568], [-0.180, -4.051, 4.306], [0.279, -3.383, 1.972], [-3.880, -1.867, 4.029], [1.422, -1.542, -4.548], [1.579, -0.607, -2.967], [2.084, 1.035, -3.615], [3.170, 1.747, -3.113], [3.413, 3.052, -3.520], [2.568, 3.671, -4.429], [1.474, 2.975, -4.927], [1.235, 1.673, -4.521], [3.184, -1.214, -2.305], [3.270, -1.327, -0.918], [4.452, -1.741, -0.314], [5.557, -2.049, -1.092], [5.481, -1.944, -2.477], [4.304, -1.526, -3.076], [2.243, -1.357, -5.242], [0.486, -1.250, -5.020], [1.339, -2.607, -4.334], [3.828, 1.287, -2.386], [4.260, 3.590, -3.112], [2.745, 4.696, -4.731], [0.788, 3.458, -5.611], [0.352, 1.161, -4.884], [2.403, -1.100, -0.303], [4.497, -1.831, 0.765], [6.478, -2.376, -0.623], [6.343, -2.184, -3.088], [4.256, -1.438, -4.155], [-2.444, -0.284, -4.248], [-3.232, -1.567, -3.980], [-4.163, -1.429, -2.778], [-2.322, -2.782, -3.911], [-2.428, -3.731, -4.914], [-1.627, -4.869, -4.939], [-0.709, -5.039, -3.918], [-0.549, -4.115, -2.886], [0.497, -4.479, -1.818], [0.467, -3.668, -0.508], [1.925, -4.472, -2.380], [-1.362, -2.961, -2.867], [-1.210, -2.075, -1.933], [-3.104, 0.586, -4.276], [-1.935, -0.357, -5.213], [-1.706, -0.107, -3.466], [-3.872, -1.735, -4.857], [-3.625, -1.254, -1.849], [-4.760, -2.336, -2.652], [-4.848, -0.590, -2.925], [-3.164, -3.571, -5.697], [-1.727, -5.607, -5.726], [-0.093, -5.934, -3.900], [0.270, -5.519, -1.546], [0.786, -2.637, -0.664], [1.157, -4.118, 0.212], [-0.537, -3.643, -0.061], [2.274, -3.449, -2.532], [2.001, -5.003, -3.330], [2.611, -4.942, -1.669], [-0.741, 6.350, -2.715], [-0.801, 5.252, -2.369], [-0.879, 3.885, -1.940], [-2.114, 3.234, -1.864], [-2.166, 1.906, -1.480], [-1.026, 1.142, -1.162], [0.181, 1.860, -1.223], [0.280, 3.188, -1.600], [-3.020, 3.780, -2.101], [-3.144, 1.438, -1.412], [1.107, 1.350, -0.965], [1.242, 3.685, -1.648]]}

=====

{"formula": "H2N4O3", "method": "wB97M-V/def2-TZVPD", "smiles": "NN(N=O)[N+](=O)[O-]", "de_lowest_kcal_mol": 48.8, "lumo_ha": -0.0207, "homo_energy_ev": -10.19, "orbital_gap_ev": 9.62, "elements": ["N", "N", "N", "O", "N", "O", "O", "H", "H"], "positions_angstrom": [[-1.099, -0.167, -0.412], [0.070, 0.286, 0.025], [0.374, 1.559, 0.281], [-0.477, 2.404, 0.161], [1.105, -0.688, 0.150], [2.158, -0.263, -0.079], [0.773, -1.804, 0.416], [-1.834, -0.157, 0.229], [-1.071, -1.171, -0.772]]}

=====

Question: Number 1 is which compound?
Answer: C3H10N2O3S